Density functional theory data (ωB97M-V with the def2-TZVPD basis set) for a molecular structure, C44H70BN10O8Pb in a non-equilibrium geometry.

Calculated values
**Lowest unoccupied orbital energy**: -9.958 eV
**DFT total energy**: -83954.83182 eV
**HOMO-LUMO gap**: 0.0554 Eh
**Energy above the lowest of the compared OMol25 structures with the same formula, charge and spin**: 12.939 eV
**Net charge**: +1
**HOMO energy**: -11.5 eV

Geometry (Å):
Pb (22.7052, 36.6949, 34.0680)
O (21.4033, 32.7078, 30.9207)
C (20.9739, 31.6257, 30.4072)
O (20.7254, 30.4736, 31.0398)
B (20.1560, 29.4851, 30.1428)
O (20.2330, 30.1242, 28.7938)
C (20.5134, 31.3914, 28.9322)
O (20.6619, 32.1722, 28.0183)
O (18.7337, 29.2396, 30.4939)
C (18.6192, 27.9649, 30.7250)
O (17.6165, 27.3271, 31.0568)
C (20.0115, 27.2751, 30.5947)
O (20.8366, 28.1862, 30.2252)
O (20.3040, 26.1219, 30.9622)
C (15.5654, 24.2072, 35.9856)
C (14.2120, 23.6540, 35.5014)
C (13.1213, 24.7178, 35.4885)
C (12.4725, 24.9314, 36.7824)
N (11.9269, 25.1252, 37.7624)
H (16.4149, 23.6658, 35.5692)
H (15.6090, 24.2599, 37.0734)
H (15.6495, 25.2466, 35.6685)
H (14.0095, 22.7710, 36.1074)
H (14.4204, 23.3299, 34.4818)
H (12.2630, 24.3704, 34.9134)
H (13.4685, 25.6606, 35.0658)
C (20.3947, 28.5615, 36.4675)
C (19.1955, 29.5210, 36.3494)
C (19.4187, 30.8579, 37.0480)
C (20.5980, 31.5964, 36.5647)
N (21.5402, 32.2133, 36.2419)
H (20.2337, 27.6089, 35.9627)
H (20.5165, 28.2829, 37.5142)
H (21.3632, 28.9151, 36.1137)
H (18.2879, 29.0418, 36.7165)
H (19.0977, 29.7139, 35.2811)
H (19.6728, 30.7317, 38.1005)
H (18.5675, 31.5224, 36.9002)
C (17.7472, 21.1601, 28.4773)
C (16.7958, 22.1022, 29.1478)
C (15.3007, 21.7144, 29.0296)
C (15.0480, 20.4283, 29.7312)
N (14.8090, 19.4439, 30.2841)
H (17.9804, 20.2670, 29.0571)
H (18.7238, 21.6035, 28.2836)
H (17.3141, 20.8856, 27.5155)
H (16.8165, 23.0887, 28.6848)
H (17.0384, 22.1490, 30.2094)
H (14.9748, 21.6019, 27.9956)
H (14.6718, 22.4667, 29.5057)
C (22.8461, 31.4337, 19.6305)
C (21.7193, 31.8163, 20.6964)
C (22.2716, 31.9884, 22.0885)
C (23.1039, 30.8733, 22.5359)
N (23.7492, 29.9566, 22.8709)
H (23.1903, 30.4269, 19.8672)
H (23.6967, 32.1125, 19.6935)
H (22.4158, 31.5005, 18.6313)
H (20.9605, 31.0341, 20.6744)
H (21.1840, 32.7102, 20.3764)
H (21.4436, 32.1104, 22.7868)
H (22.9051, 32.8753, 22.0794)
C (16.4164, 30.5754, 24.5063)
C (15.4473, 30.8581, 25.6743)
C (14.5090, 32.0166, 25.4136)
C (13.6808, 32.5000, 26.5498)
N (13.0038, 32.8497, 27.4211)
H (16.8774, 31.5035, 24.1682)
H (15.7962, 30.2446, 23.6732)
H (17.1557, 29.7879, 24.6526)
H (16.0811, 31.1573, 26.5091)
H (14.9264, 29.9223, 25.8770)
H (13.7714, 31.8457, 24.6295)
H (15.1072, 32.8662, 25.0842)
C (15.3543, 38.3363, 28.6197)
C (16.4882, 37.4010, 28.3022)
C (17.1773, 37.6157, 26.8871)
C (17.7026, 38.9948, 26.6614)
N (18.0898, 40.0960, 26.5083)
H (14.4130, 37.9487, 28.2300)
H (15.4336, 39.2916, 28.1007)
H (15.1486, 38.4494, 29.6841)
H (16.3026, 36.3520, 28.5332)
H (17.2741, 37.7001, 28.9957)
H (16.4938, 37.3416, 26.0835)
H (18.0623, 36.9838, 26.8123)
C (24.6705, 22.3177, 37.0479)
C (23.5907, 23.1385, 36.2778)
C (22.2575, 22.4169, 36.1418)
C (21.5321, 22.1895, 37.3880)
N (20.9255, 21.9663, 38.3661)
H (25.5240, 22.9156, 37.3674)
H (25.0178, 21.5427, 36.3647)
H (24.2530, 21.7732, 37.8949)
H (23.9222, 23.2645, 35.2471)
H (23.3711, 24.0945, 36.7531)
H (22.4316, 21.4719, 35.6271)
H (21.6270, 23.0519, 35.5195)
C (14.9691, 32.7283, 32.6260)
C (14.3126, 34.0767, 33.0579)
C (15.0772, 34.7502, 34.2063)
C (16.4728, 35.1386, 33.9740)
N (17.5883, 35.4170, 33.8405)
H (15.8609, 32.9031, 32.0242)
H (14.3417, 32.1742, 31.9279)
H (15.1022, 32.1250, 33.5240)
H (13.2627, 33.8745, 33.2699)
H (14.2838, 34.6810, 32.1512)
H (14.9610, 34.1742, 35.1244)
H (14.6714, 35.7322, 34.4497)
C (24.4731, 36.7135, 26.0134)
C (24.7183, 37.9904, 25.2248)
C (23.4373, 38.6524, 24.7769)
C (23.6314, 39.5391, 23.6862)
N (23.8039, 40.2613, 22.7890)
H (25.3754, 36.3531, 26.5074)
H (24.1796, 35.8544, 25.4102)
H (23.7615, 36.8926, 26.8195)
H (25.3176, 37.7596, 24.3441)
H (25.3022, 38.7210, 25.7847)
H (23.0828, 39.2324, 25.6290)
H (22.7200, 37.8878, 24.4786)
C (25.0575, 23.5984, 30.0504)
C (26.4259, 22.9822, 29.6779)
C (27.3193, 22.6358, 30.9070)
C (27.3885, 23.7075, 31.9464)
N (27.4894, 24.5494, 32.7299)
H (24.5357, 23.7535, 29.1061)
H (25.0777, 24.5503, 30.5810)
H (24.4888, 22.9904, 30.7540)
H (26.9345, 23.6401, 28.9732)
H (26.3011, 22.0939, 29.0587)
H (28.3222, 22.3832, 30.5625)
H (26.9691, 21.6968, 31.3355)

Forces on the atoms, in the same order (eV/Å):
-0.3235 -0.5410 -0.0803
-1.5470 -4.3758 -2.0832
0.3395 2.7237 2.8635
1.0100 1.9245 0.1189
-0.3272 0.1328 -0.8955
-0.4788 -0.4100 0.8533
1.8156 0.7976 -2.2343
-0.6287 -0.3652 1.3928
0.6285 -0.0273 -0.1613
-3.2137 -3.0184 1.2378
2.2540 1.9470 -0.8955
0.4441 -4.1695 2.1970
0.9405 1.6060 -0.7526
-1.1778 3.4970 -1.4786
-0.4367 0.6634 0.2270
1.5687 0.0909 -0.1239
-0.8776 -0.7900 0.2496
0.9984 0.2897 -0.7407
-0.5753 0.1294 1.1148
-0.0960 -0.1171 0.2549
0.1784 -0.2830 0.0402
0.1914 0.0903 -0.2386
-0.5819 0.0787 -0.1758
-0.5183 -0.1163 -0.1106
0.1576 0.0014 -0.5887
0.0033 -0.0393 0.0821
-0.2434 -0.4992 0.8108
1.1659 -0.3830 -0.9126
0.6557 0.2032 -0.0755
2.0794 1.3562 -0.9790
-2.1655 -1.2127 0.6129
-0.3083 0.1375 -0.2035
0.1848 0.0419 0.1687
-0.2104 0.4819 -0.0841
0.0530 0.1304 0.0118
-0.4919 0.1143 -0.0474
-0.5877 -0.1103 0.2632
-0.0871 -0.0481 0.3366
0.3857 -0.3695 -0.6369
-0.9210 0.3558 0.2922
0.3993 -0.9825 0.6965
-0.4383 -0.1626 -0.0019
0.2981 0.6309 -0.3398
-0.4415 -0.1141 0.0025
-0.0934 0.2910 -0.0183
0.2440 -0.3214 -0.1316
0.4726 0.1468 0.2329
-0.0317 0.4730 0.0064
0.1091 0.0341 -0.0563
0.0248 0.0348 -0.0387
-1.2827 0.4769 1.2153
0.7120 -0.7914 -1.8462
0.0870 0.2785 0.0989
1.3008 -2.2772 0.7175
-1.4066 2.1025 -0.7184
0.0403 0.0153 -0.2938
-0.0274 0.0659 0.0188
0.1537 -0.2211 0.0275
0.0657 -0.1816 0.0951
0.2296 0.2208 0.1575
0.1774 0.1677 0.2118
-0.0504 0.1454 0.3190
-1.2368 0.4255 -0.6521
1.1838 -0.5242 0.1334
-0.6975 0.7799 -0.0813
-0.1244 -0.2371 0.7073
0.7562 -0.2660 -0.8626
0.3383 -0.0605 0.1054
0.0777 -0.0848 -0.2890
-0.0526 0.2389 0.4622
-0.2461 -0.3274 0.4208
-0.1338 0.2131 0.4169
0.1770 -0.2944 -0.2751
-0.0058 0.1451 -0.0607
-1.6026 -0.3052 -0.8007
1.9065 1.0977 -0.0925
-0.2855 0.0544 0.6738
0.2658 2.4624 -0.0938
-0.9905 -3.2004 0.4589
-0.1442 -0.2198 -0.1417
0.4015 0.2083 0.4284
0.4357 0.2093 -0.0059
-0.2209 0.0173 -0.4784
0.3107 -0.2369 0.1808
0.0659 0.1564 -0.1145
-0.1424 -0.2834 0.0021
-0.7266 0.0192 -0.6775
0.4902 -0.4961 0.7474
0.0095 0.1129 -0.2275
-1.4003 -0.8404 2.4110
1.5174 0.6656 -2.3375
-0.1374 0.0029 -0.0498
0.2573 -0.0211 0.0029
-0.0656 0.2963 0.2066
0.1780 0.4860 0.1241
0.3812 0.1481 -0.1180
-0.3057 -0.1397 0.0548
-0.1909 -0.2168 -0.1569
-0.6361 0.6609 0.0204
0.6732 -0.9902 -1.3475
-0.6300 0.8520 -0.0052
1.2048 -0.8056 -0.1985
-0.9608 -0.0283 0.0909
0.4358 -0.0449 0.6144
-0.3714 0.0627 0.2348
0.4782 -0.2259 -0.2449
0.1320 0.2552 0.6573
0.1106 0.4506 0.1970
0.4300 -0.1409 -0.0175
-0.6818 0.0164 -0.0019
0.4592 -0.0828 0.5501
0.8973 -0.5338 -0.3952
-0.3355 -0.6026 1.0381
0.4633 2.3015 -2.7568
-0.2783 -1.2778 1.5805
0.2341 0.2490 0.0063
-0.4532 0.2792 -0.1772
-0.2842 -0.1531 -0.0751
0.0838 -0.0738 -0.0252
0.0460 -0.1057 0.1680
-0.5879 -0.1030 -0.0727
-0.2520 0.1020 0.1454
0.3434 -0.2161 -0.1516
-0.1378 0.5971 0.5834
-0.2391 0.1638 -0.4396
0.2027 -0.1931 -0.2862
-0.1945 -0.6139 -0.5439
-0.4254 -0.0693 0.2634
0.6295 0.2186 -0.2737
-0.1292 -0.4973 -0.3982
0.2259 0.3863 0.3604
-0.2207 -0.3198 0.3967
0.1718 0.3356 0.1117
-0.2458 0.2123 0.3859